1.
Density functional theory data (the ωB97M-V functional and the def2-TZVPD basis) for a molecular structure, C4H6N2O.

ORCA input file:
```
! RIJCOSX wB97M-V def2-TZVPD def2/J DEFGRID3
* xyz 0 1
C 2.04 -0.37 -0.34
O -1.39 0.02 1.05
H 3.23 1.11 -0.44
H -2.89 1.13 0.17
H 0.45 -1.93 -0.10
C -0.04 0.02 0.63
H 2.73 -1.06 -0.84
C -2.32 0.22 -0.04
H -1.78 0.31 -0.99
N 2.31 0.86 -0.10
H -2.98 -0.65 -0.05
N -0.11 1.25 1.00
C 0.75 -0.91 0.04
*
```

Output
Orbital gap in eV: 7.8651
LUMO in eV: -0.301



2.
Density functional theory data (the ωB97M-V functional and the def2-TZVPD basis) for a molecular structure, C13H24ClI2MnN2P2 in a non-equilibrium geometry.

ORCA input file:
```
! RIJCOSX wB97M-V def2-TZVPD def2/J DEFGRID3
* xyz 2 5
C -1.52 2.50 6.15
C -3.21 -1.40 -1.45
I 1.20 -1.57 1.14
H -2.44 3.90 4.77
H -2.98 -2.27 -0.82
N 0.25 -0.46 5.17
H -3.05 2.27 -0.59
H 2.99 2.20 -0.96
H 4.02 -1.97 -1.98
H -1.99 2.45 2.73
H -4.27 -1.15 -1.35
Cl 0.20 -0.18 -3.76
H 4.33 1.55 -1.93
C -1.02 1.21 6.39
P 3.25 -0.19 -0.57
H 4.60 -1.27 1.12
H 4.50 0.49 1.42
C 3.32 1.34 -1.56
H 2.60 1.25 -2.39
H -3.09 -0.95 1.70
H -1.60 3.19 6.99
H -4.28 1.29 -1.39
H -3.34 0.82 1.61
C -1.75 2.14 3.74
H 1.88 -0.37 3.72
H -2.94 -1.69 -2.49
H 0.55 -1.12 5.87
C -3.20 1.41 -1.26
C -3.44 -0.12 1.05
H 2.73 -2.55 -0.93
C 4.59 -0.28 0.64
Mn -2.04 -0.13 -2.91
C -0.86 0.40 5.28
P -2.37 -0.05 -0.46
C -1.04 0.94 3.93
I 1.36 0.94 0.79
C -1.93 2.94 4.88
H -4.48 -0.29 0.73
C 0.83 -0.18 3.99
H 2.32 -1.55 -2.32
H 5.53 -0.15 0.08
C 3.06 -1.70 -1.53
N -0.02 0.44 3.17
H -0.60 0.89 7.35
H -2.66 1.52 -2.22
*
```

Output
Orbital gap (spin up / spin down) in eV: 4.8366 / 2.3716
LUMO (spin up / spin down) in eV: -8.776 / -8.844



3.
Density functional theory data (the ωB97M-V functional and the def2-TZVPD basis) for 2 unconnected molecules or ions with the total composition C3H8N2O2 in a non-equilibrium geometry.

ORCA input file:
```
! RIJCOSX wB97M-V def2-TZVPD def2/J DEFGRID3
* xyz 0 1
H -2.47 -1.00 1.04
N -0.99 0.76 -1.19
H -2.31 -1.32 -0.70
H 1.53 -0.54 1.45
C 2.05 -0.13 0.59
O -0.58 0.86 1.02
N 1.65 1.31 0.50
C -1.75 -1.07 0.21
H -1.27 0.22 -1.99
O 1.54 1.77 -0.61
H -0.41 1.57 -1.35
H -1.05 -1.88 0.42
C -1.01 0.23 0.06
H 3.11 -0.07 0.87
H 1.96 -0.73 -0.32
*
```

Output
Orbital gap in eV: 9.2904
LUMO in eV: 0.620
Structure (SMILES): CC(N)=O.CN=O



4.
Density functional theory data (the ωB97M-V functional and the def2-TZVPD basis) for a molecular structure, C8H4F15NaO18S5 in a non-equilibrium geometry.

ORCA input file:
```
! RIJCOSX wB97M-V def2-TZVPD def2/J DEFGRID3
* xyz -4 1
C -2.47 8.09 -1.62
F -4.73 0.89 6.70
O 4.43 -0.42 -5.05
F -4.41 1.84 -3.83
F 6.96 2.31 -4.26
H -1.84 8.93 -1.35
C -3.66 7.94 -0.75
C -3.97 1.05 -4.83
O -4.71 -1.07 -3.27
H -2.95 8.16 -2.60
F 7.19 -4.36 3.68
F 1.05 -7.71 0.00
S -1.66 -7.27 0.08
Na 0.66 -0.06 1.03
O 6.44 -0.52 -3.64
O -3.19 -1.53 -5.06
C 0.16 -6.87 -0.53
S 5.27 0.32 -4.07
O -3.22 7.11 0.28
F 5.70 -5.23 2.39
F -3.14 2.07 7.68
S 4.54 -3.92 4.43
C 5.99 -5.00 3.66
F 0.44 -5.53 -0.45
O 3.35 -4.80 4.61
F 5.20 2.77 -5.40
S -2.40 0.19 5.91
O -1.68 5.30 0.29
O -2.37 -0.36 -3.15
F -2.95 1.57 -5.53
O 5.13 -3.37 5.69
F -3.86 2.48 5.60
O -2.38 -0.86 6.95
O 4.55 0.95 -2.95
O -2.92 -0.25 4.62
C -2.21 6.28 -0.22
F -5.03 0.87 -5.66
C -3.64 1.55 6.51
H -4.53 7.56 -1.28
S -3.53 -0.61 -3.99
O -1.84 6.79 -1.37
O -1.92 -8.68 -0.39
O -1.58 -7.10 1.55
F 6.10 -6.07 4.39
O 4.26 -2.86 3.43
F 6.62 1.21 -6.14
F 0.25 -7.12 -1.83
O -1.16 0.97 5.71
O -2.51 -6.31 -0.60
C 6.09 1.76 -5.06
H -3.92 8.91 -0.31
*
```

Output
Orbital gap in eV: 5.8134
LUMO in eV: 4.868



5.
Density functional theory data (the ωB97M-V functional and the def2-TZVPD basis) for a molecular structure, C18H45GaNO9P2 in a non-equilibrium geometry.

ORCA input file:
```
! RIJCOSX wB97M-V def2-TZVPD def2/J DEFGRID3
* xyz -1 1
H -0.23 2.53 3.28
C -0.50 2.00 4.20
H -2.96 3.33 5.89
H -0.16 -6.62 -5.65
H -2.39 -2.54 1.05
O -1.89 -0.29 -0.39
C 0.91 5.94 6.94
H 1.15 -1.08 -4.23
C 0.08 -7.97 -7.03
H -1.98 4.11 8.03
H -3.26 1.51 -0.33
H -0.81 -2.59 0.30
H 0.53 -9.31 -8.64
H 1.79 5.95 6.29
H -1.92 -1.76 -1.87
H -2.92 3.61 1.05
H 2.33 -6.71 -6.81
H 0.95 0.45 3.82
O 0.89 4.36 4.36
H 2.21 -0.68 -6.57
H -1.30 3.78 0.34
H 1.48 1.65 5.01
H 0.70 8.08 7.07
C -2.31 -1.57 -0.87
O -1.50 1.82 -1.43
C 1.49 1.52 0.08
C 0.62 1.08 4.64
O 0.18 -0.68 -1.54
O 0.15 1.05 0.22
C 1.99 -5.51 -5.08
C 2.92 -4.55 -5.81
H 2.50 -7.58 -5.29
H 1.01 -5.08 -4.87
O -1.88 5.04 5.32
P -0.62 0.48 -1.11
H -0.21 7.35 5.74
C 1.88 -6.86 -5.82
H -3.84 4.82 5.73
Ga 1.61 -1.83 -5.58
H 1.26 5.85 7.97
H 2.61 3.16 -0.77
H 2.45 -5.70 -4.10
P -0.37 4.50 5.14
O -0.82 2.93 5.25
C 1.58 2.79 -0.75
H 3.15 -3.29 -4.01
H 1.87 1.70 1.08
C -2.09 3.06 0.60
C 1.06 -8.69 -7.92
H 2.11 0.73 -0.37
H -2.09 -3.64 -0.31
H 0.29 0.44 5.46
N 0.49 -7.36 -5.86
C -2.79 4.67 7.58
C -2.90 4.40 6.10
H 1.69 -8.00 -8.48
C 3.08 -3.20 -5.10
H -0.79 7.19 7.39
H 1.26 2.61 -1.78
H 1.71 -9.33 -7.32
H -3.40 -1.55 -0.94
H -3.72 4.37 8.07
C -1.87 -2.65 0.09
O 0.13 4.78 6.67
C -2.56 2.30 -0.61
H 3.91 -5.03 -5.84
H 0.36 -2.50 -6.35
O -1.10 -7.92 -7.36
H 0.93 3.56 -0.33
H -1.69 2.40 1.36
H -2.62 5.73 7.77
H 2.55 -4.41 -6.83
H -1.39 1.41 3.99
H 4.02 -2.76 -5.46
H -3.13 2.98 -1.25
C 0.11 7.22 6.78
*
```

Output
Orbital gap in eV: 5.8537
LUMO in eV: 1.502



6.
Density functional theory data (the ωB97M-V functional and the def2-TZVPD basis) for 2 unconnected molecules or ions with the total composition C16H17N in a non-equilibrium geometry.

ORCA input file:
```
! RIJCOSX wB97M-V def2-TZVPD def2/J DEFGRID3
* xyz 1 2
C 1.31 -1.10 -0.85
H 4.81 -1.46 -2.40
C -2.96 4.10 -0.25
H -3.99 2.42 -1.00
C 1.99 -2.34 -0.85
C -3.34 2.77 -0.20
C 3.25 -0.13 -1.80
H -1.00 -2.89 0.47
H 3.80 -3.46 -1.18
H -2.21 0.83 3.12
C 3.27 -2.54 -1.38
C 1.01 -3.30 -0.49
H -3.34 0.92 0.94
H 1.22 -5.22 -1.54
C -2.03 2.37 1.75
C 3.80 -1.44 -2.00
H -3.35 4.86 -0.92
C -0.13 -2.60 -0.10
H -0.89 1.79 3.55
C -2.91 1.90 0.78
N -0.02 -1.28 -0.47
C -2.11 4.56 0.75
H 3.69 0.61 -2.46
H -1.73 5.58 0.79
H -0.61 0.73 2.25
H -0.62 -0.56 -0.08
H 1.51 1.04 -1.31
C -1.57 3.69 1.70
C -1.37 1.37 2.66
H 0.27 -5.22 -0.09
H 1.92 -5.13 0.14
C 1.16 -4.77 -0.56
H -0.76 3.86 2.39
C 1.92 0.04 -1.35
*
```

Output
Orbital gap (spin up / spin down) in eV: 7.5746 / 4.3925
LUMO (spin up / spin down) in eV: -3.828 / -7.010



7.
Density functional theory data (the ωB97M-V functional and the def2-TZVPD basis) for a molecular structure, C41H104F8FeN2O21S4 in a non-equilibrium geometry.

ORCA input file:
```
! RIJCOSX wB97M-V def2-TZVPD def2/J DEFGRID3
* xyz -1 6
H 7.10 -2.23 2.40
H 6.03 -2.92 -3.44
H -1.10 -5.14 2.16
H 2.17 -5.17 -0.10
H -3.24 3.62 -0.88
C 7.52 -0.49 4.15
H 6.53 -1.32 -3.71
C 6.41 -2.05 -2.91
H 1.89 -4.99 1.67
C -0.65 5.13 0.13
H -4.20 2.24 -1.06
H 0.80 6.75 0.72
H 4.48 -2.45 1.57
H 7.42 1.14 2.06
H 1.53 5.15 0.53
H 8.52 -0.23 3.81
O -7.60 -0.31 -1.60
H 2.23 -2.07 4.38
H -5.43 0.33 -3.25
H -1.01 -1.50 5.70
F -1.73 -0.22 -2.11
C -1.46 2.57 2.76
H -1.63 5.33 -1.77
C -4.70 -6.00 -0.53
O -1.85 5.44 0.84
O -0.20 -4.38 -4.36
O 4.39 3.24 4.67
H -4.40 -2.30 2.54
C 1.89 -4.49 0.70
F 0.88 2.41 -2.20
H 1.89 3.97 4.99
F 3.54 -2.32 -5.07
H -0.62 4.04 0.15
H 2.25 2.27 5.55
H 5.55 -0.86 3.35
C -2.43 3.75 -4.74
C -3.84 2.93 3.83
C -3.39 -2.57 2.22
H -3.90 1.87 4.04
H -2.02 -4.96 -1.05
C 2.01 2.15 -1.50
H -1.42 -3.96 0.94
H -4.91 -4.41 -1.91
H -3.49 -4.76 2.15
S -0.12 -1.04 -0.20
H 1.79 1.46 -5.84
C -1.49 0.17 -0.85
C 5.98 -0.08 -1.31
H -6.76 4.93 -1.26
O 3.01 0.74 0.53
C -6.27 0.09 -1.24
C -0.91 3.96 -4.73
C 5.43 -1.35 -1.90
H -2.54 -3.97 -2.38
S 1.69 0.85 -0.09
H 3.58 4.70 2.80
H 7.33 -2.36 -2.42
H -3.34 -2.41 1.14
H 5.28 -2.07 -1.10
H -2.75 -1.79 2.62
C 1.05 0.66 -5.94
H 2.40 3.44 2.11
H -4.25 3.15 2.85
O 4.22 -1.03 -2.63
H -3.72 2.75 0.57
H -6.68 -0.64 0.77
H -2.96 -3.56 -0.74
H 4.60 -4.12 0.90
H -1.42 1.55 3.13
H -6.30 1.17 -1.08
O -0.19 -1.14 1.28
H 1.24 -0.73 4.82
H -3.89 2.98 -3.36
H -2.84 1.77 -4.14
C -0.34 -1.28 -4.96
H -0.69 -1.67 -4.00
H -2.90 4.73 -4.67
H -4.34 3.57 4.57
H -4.03 -6.83 -0.32
H 3.37 1.74 3.60
C -2.31 3.29 3.82
H -5.58 4.16 -2.33
Fe 2.14 -1.71 -2.26
H 0.08 -2.08 -5.57
C -4.16 -5.17 -1.67
H -0.45 2.96 2.61
F 2.99 1.64 -2.25
H 7.32 0.31 4.86
C -5.86 -0.65 0.04
H -3.15 -6.61 -2.49
C 0.60 -0.04 -4.69
H 3.74 -3.72 2.44
H 7.54 -1.39 4.77
C 2.70 -3.22 0.65
O -2.83 -4.02 3.97
H 0.30 -3.67 7.25
H 4.48 2.70 5.46
H 6.29 1.64 3.31
O -2.86 3.26 -6.01
H 0.38 -3.70 4.65
H 2.12 -2.42 1.12
H 5.20 0.52 -0.86
O 1.70 -5.87 -3.75
H -1.89 4.98 1.68
C 1.19 -1.76 4.48
H 0.74 -1.70 3.49
H 0.44 5.47 1.90
C 6.52 -0.51 3.01
H 1.87 -3.19 6.63
O 0.68 1.42 0.81
H -4.96 -0.33 0.56
O -2.18 4.65 3.47
H 0.73 -1.92 7.09
C 0.63 5.68 0.84
S 2.73 -3.67 -4.91
H 4.49 -0.49 -3.37
O 2.00 -3.62 -6.16
H 0.20 5.31 -1.83
C -4.06 3.10 -0.40
H -0.63 4.55 -3.86
H -2.17 -3.43 4.35
S 1.07 -4.56 -3.64
C -5.28 3.96 -0.14
H 3.70 -3.47 -0.93
C 6.45 0.93 2.50
H -5.67 -6.48 -0.69
H -0.64 6.73 -1.27
O 7.04 -1.34 2.04
C 2.11 2.94 4.70
C 3.32 2.81 3.81
F -1.05 1.44 -0.94
H -5.71 -1.70 -0.21
H -3.81 3.37 -6.06
C -5.23 -0.25 -2.35
H -5.22 5.65 -1.59
O -0.46 -2.24 -0.96
O 1.79 -0.39 -4.02
C 3.98 -3.40 1.43
C -2.87 2.76 -3.68
H -5.24 -1.29 -2.70
N 1.91 -3.27 -3.41
F 0.58 -4.55 -2.06
H -7.55 -1.24 -1.84
H 1.22 2.59 4.17
H -0.77 -3.44 2.52
O 2.98 -2.89 -0.65
H -0.58 4.48 -5.62
H 1.46 -0.05 -6.66
C -2.90 -3.94 2.56
H 6.52 0.54 -2.02
C -1.46 -4.12 2.01
O -1.03 -2.32 5.19
H -4.21 0.04 -2.09
C -5.70 4.70 -1.39
H -2.40 5.22 4.21
H -3.80 5.01 0.50
H 6.65 -0.39 -0.50
H -1.87 3.12 4.81
H -1.28 -0.99 -5.43
H -6.10 3.43 0.34
O 3.87 -4.56 -4.74
C 0.82 -2.92 6.66
H 5.66 1.11 1.77
H 2.47 -0.03 -4.60
H -1.96 2.47 1.80
C 3.36 3.65 2.58
N 1.31 -0.44 -0.94
H 4.11 3.32 1.86
H 0.85 -4.19 0.57
H -2.19 2.88 -2.84
C -0.69 5.64 -1.31
H -4.75 -5.39 0.37
C -2.87 -4.40 -1.43
F -2.59 0.03 -0.07
C 0.31 -2.77 5.21
F 2.41 3.28 -0.89
O -3.87 -6.03 -2.75
H 0.01 0.61 -4.05
O -4.73 4.96 0.71
H -0.38 3.01 -4.73
H 0.11 1.03 -6.34
*
```

Output
Orbital gap (spin up / spin down) in eV: 3.6864 / 7.8996
LUMO (spin up / spin down) in eV: 1.570 / 1.569



8.
Density functional theory data (the ωB97M-V functional and the def2-TZVPD basis) for C8H5Cl2NS in the gas phase in a non-equilibrium geometry.

ORCA input file:
```
! RIJCOSX wB97M-V def2-TZVPD def2/J DEFGRID3
* xyz 0 1
N 3.39 -2.02 -1.89
C -2.05 -0.06 1.95
C -0.12 0.29 0.07
H -1.34 -2.00 2.15
Cl 2.70 1.01 -0.16
C 2.06 0.01 -2.75
H -2.76 -0.29 2.81
S 1.07 0.76 -1.50
Cl 1.43 0.31 -4.39
H -2.65 1.93 1.66
C 2.71 -1.16 -2.29
H 0.59 -1.60 0.56
C -1.20 -1.14 1.65
C -1.93 1.20 1.30
C -0.97 1.34 0.32
H -0.75 2.36 -0.26
C -0.19 -0.94 0.78
*
```

Output
Orbital gap (spin up / spin down) in eV: 7.3919 / 7.3925
LUMO (spin up / spin down) in eV: -1.316 / -1.316



9.
Density functional theory data (the ωB97M-V functional and the def2-TZVPD basis) for 2 unconnected molecules or ions with the total composition C29H25ClO3 in a non-equilibrium geometry.

ORCA input file:
```
! RIJCOSX wB97M-V def2-TZVPD def2/J DEFGRID3
* xyz 0 1
C 0.58 -1.93 2.04
O 2.52 -6.12 7.61
H 1.43 -2.21 9.69
H 1.88 -0.03 5.22
O 0.91 -1.48 3.30
C 1.54 -6.02 4.10
H 3.64 -1.21 9.10
O 1.48 -2.10 1.21
H -5.79 -6.03 1.80
Cl -0.40 -3.19 -3.08
C -1.48 -2.26 0.69
H -4.07 -6.46 0.04
H -0.06 -6.38 7.62
C 0.36 -6.33 6.61
C -0.44 -6.36 5.48
C 3.41 -2.23 8.80
H -3.19 -2.67 -2.84
H 2.57 -1.65 5.46
C 1.74 -6.20 6.46
H -1.42 -1.93 2.82
C -0.84 -2.16 1.93
C -0.72 -2.52 -0.51
H 2.53 -0.27 2.72
C -2.98 -5.59 3.70
H 1.99 -6.00 3.11
C 2.17 -2.78 9.14
C 4.09 -4.31 7.76
C 4.36 -2.98 8.10
H 4.80 -4.94 7.23
H 0.36 -2.57 -0.43
H 2.91 -1.98 3.07
C -2.89 -2.06 0.52
H 3.45 -6.06 5.13
C -4.73 -6.00 2.06
H -1.67 -6.52 0.67
C 1.87 -4.10 8.78
H 5.32 -2.56 7.83
C -3.77 -6.25 1.07
C -2.42 -6.21 1.40
C -1.35 -2.70 -1.74
H -4.57 -2.06 -0.84
H -1.48 -6.67 5.57
H -5.09 -5.57 4.16
H -2.66 -5.32 4.71
H 3.59 -0.34 4.90
C -3.49 -2.19 -0.73
C 0.11 -6.05 4.19
H 0.05 -5.87 2.06
H 0.91 -4.56 9.01
C -2.73 -2.52 -1.86
C 2.36 -6.12 5.20
C 2.83 -4.83 8.07
C 2.30 -1.12 3.39
C -4.34 -5.71 3.38
C 2.59 -0.76 4.83
C -1.98 -5.87 2.72
C -0.58 -5.88 2.96
H -3.48 -1.75 1.39
*
```

Output
Orbital gap in eV: 3.1769
LUMO in eV: -2.696